Entry 1:
ORCA calculation (ωB97M-V/def2-TZVPD) on 2 unconnected molecules or ions with the total composition CH3Cl3Si in a non-equilibrium geometry.

Each line ends with the Mulliken charge.
Element x y z (Å)
H  0.261  0.839  -0.151  0.35
C  -0.293  -0.041  -0.378  -0.88
H  0.166  -1.033  0.123  0.30
H  -0.175  -0.137  -1.419  0.32
Cl  -2.923  1.152  -1.790  -0.16
Si  -2.082  0.347  -0.102  0.74
Cl  -3.023  1.016  1.439  -0.07
Cl  -2.784  -2.566  0.747  -0.60

The calculation puts the orbital gap at 7.93 eV. Its net charge is 0. For the energy above the lowest of the compared OMol25 structures with the same formula, charge and spin, the calculation gives 77.43 kcal/mol. The total energy is -1710.02444 hartree.

***

Entry 2:
ORCA calculation (ωB97M-V/def2-TZVPD) on 2 unconnected molecules or ions with the total composition CH3ClFP in a non-equilibrium geometry.

Each line ends with the Mulliken charge.
Element x y z (Å)
F  -0.810  -1.113  0.585  -0.17
Cl  1.036  -0.448  -2.036  -0.16
P  1.828  0.791  -0.617  0.07
H  -1.593  0.515  1.568  0.34
C  -1.384  0.035  0.672  -0.45
H  2.886  -0.074  0.045  0.08
H  -1.963  0.293  -0.216  0.29

The calculation puts the orbital gap (alpha / beta) at 7.11 / 9.13 eV. Its net charge is 0. For the energy above the lowest of the compared OMol25 structures with the same formula, charge and spin, the calculation gives 113.16 kcal/mol. The total energy is -941.18763 hartree.

***

Entry 3:
ORCA calculation (ωB97M-V/def2-TZVPD) on a molecular structure, CH3ClN2O in a non-equilibrium geometry.

Each line ends with the Mulliken charge.
Element x y z (Å)
H  1.520  -0.430  -0.630  0.28
H  -1.345  1.918  0.658  0.39
Cl  0.782  1.226  0.681  -0.10
N  0.683  0.115  -0.648  -0.47
O  -3.557  0.124  -1.182  -0.42
C  -2.780  0.648  -0.517  0.46
N  -1.925  0.924  0.226  -0.45
H  -0.252  -0.784  -0.308  0.31

The calculation puts the orbital gap at 10.35 eV. Its net charge is 0. For the energy above the lowest of the compared OMol25 structures with the same formula, charge and spin, the calculation gives 54.71 kcal/mol. The total energy is -684.72868 hartree.

***

Entry 4:
ORCA calculation (ωB97M-V/def2-TZVPD) on a single CH3ClN2O2 molecule in a non-equilibrium geometry.

Each line ends with the Mulliken charge.
Element x y z (Å)
O  -1.279  0.132  0.625  -0.52
N  -0.185  0.761  0.403  0.63
H  0.202  -0.933  -2.022  0.32
O  -0.003  1.439  -0.690  -0.62
H  1.808  0.834  0.849  0.27
Cl  -1.674  -0.985  -1.056  0.41
C  0.817  0.518  1.237  -0.46
H  0.687  -0.114  2.077  0.29
N  -0.373  -1.653  -1.424  -0.32

The calculation puts the orbital gap (alpha / beta) at 6.60 / 6.56 eV. Its net charge is 0. For the energy above the lowest of the compared OMol25 structures with the same formula, charge and spin, the calculation gives 146.26 kcal/mol. The total energy is -759.77835 hartree.

***

Entry 5:
ORCA calculation (ωB97M-V/def2-TZVPD) on a single CH3ClN2O2 molecule in a non-equilibrium geometry.

Each line ends with the Mulliken charge.
Element x y z (Å)
N  -1.588  0.225  0.149  -0.35
N  -0.729  -0.218  -0.809  -0.23
O  1.309  -1.197  0.622  -0.45
C  1.450  -0.147  0.057  0.58
Cl  3.024  0.708  0.054  -0.14
H  -1.395  0.310  1.230  0.25
H  -0.371  -1.132  -0.493  0.32
H  -2.248  0.960  -0.039  0.23
O  0.546  0.491  -0.771  -0.20

Its SMILES is NNOC(=O)Cl. The calculation puts the orbital gap at 11.20 eV. Its net charge is 0. For the energy above the lowest of the compared OMol25 structures with the same formula, charge and spin, the calculation gives 2.40 kcal/mol. The total energy is -760.00762 hartree.

***

Entry 6:
ORCA calculation (ωB97M-V/def2-TZVPD) on 2 unconnected molecules or ions with the total composition CH3ClN2O2 in a non-equilibrium geometry.

Each line ends with the Mulliken charge.
Element x y z (Å)
N  -0.318  -1.226  0.417  1.25
C  -0.180  0.972  -0.499  -0.54
H  0.270  1.833  -0.108  0.23
H  -1.188  0.829  -0.116  0.36
H  -0.241  1.051  -1.571  0.28
N  0.390  -0.292  -0.219  -0.38
Cl  2.570  -0.041  0.827  -0.05
O  0.220  -2.056  1.077  -0.57
O  -1.522  -1.069  0.192  -0.59

The calculation puts the orbital gap (alpha / beta) at 8.16 / 8.00 eV. Its net charge is 0. For the energy above the lowest of the compared OMol25 structures with the same formula, charge and spin, the calculation gives 109.31 kcal/mol. The total energy is -759.83723 hartree.

***

Entry 7:
ORCA calculation (ωB97M-V/def2-TZVPD) on a gas-phase ion, CH3ClN3S (charge +1) in a non-equilibrium geometry.

Each line ends with the Mulliken charge.
Element x y z (Å)
N  0.974  -0.600  0.047  0.27
N  0.825  0.351  -0.661  0.10
N  1.026  -1.811  0.177  -0.47
H  1.300  -2.234  1.033  0.29
S  -1.533  1.108  0.237  0.10
C  -0.024  1.243  -0.787  -0.09
H  -0.859  0.973  1.531  0.32
Cl  -1.890  -0.935  0.030  0.00
H  0.181  1.906  -1.608  0.48

The calculation puts the orbital gap (alpha / beta) at 7.31 / 7.31 eV. Its net charge is +1. For the energy above the lowest of the compared OMol25 structures with the same formula, charge and spin, the calculation gives 51.87 kcal/mol. The total energy is -1062.08230 hartree.

***

Entry 8:
ORCA calculation (ωB97M-V/def2-TZVPD) on a gas-phase ion, CH3ClO2P (charge -1) in a non-equilibrium geometry.

Each line ends with the Mulliken charge.
Element x y z (Å)
O  -0.138  -0.803  -1.910  -0.65
H  1.491  0.091  0.825  0.31
H  1.036  1.339  -0.207  0.32
Cl  -2.314  0.368  -0.281  -0.48
P  -0.351  -0.707  -0.494  0.88
H  0.089  1.002  1.297  0.26
C  0.702  0.594  0.420  -0.97
O  -0.516  -1.885  0.350  -0.67

Its SMILES is C[P@](=O)([O-])Cl. The calculation puts the orbital gap at 9.53 eV. Its net charge is -1. For the energy above the lowest of the compared OMol25 structures with the same formula, charge and spin, the calculation gives 1.86 kcal/mol. The total energy is -992.09651 hartree.

***

Entry 9:
ORCA calculation (ωB97M-V/def2-TZVPD) on 2 unconnected molecules or ions with the total composition CH3ClO2PS in a non-equilibrium geometry.

Each line ends with the Mulliken charge.
Element x y z (Å)
O  0.598  1.051  -2.082  -0.46
H  -1.214  -1.187  2.048  0.31
H  -0.328  0.391  2.415  0.30
Cl  -2.549  0.719  1.705  -0.16
H  0.957  1.681  -1.455  0.30
P  0.729  -0.476  -1.441  0.36
O  0.342  -1.454  -2.465  -0.58
S  2.518  -0.581  -0.551  -0.59
C  -1.054  -0.143  1.827  -0.47

The calculation puts the orbital gap (alpha / beta) at 5.83 / 6.65 eV. Its net charge is -1. For the energy above the lowest of the compared OMol25 structures with the same formula, charge and spin, the calculation gives 0.00 kcal/mol. As for the spin multiplicity: 3. The total energy is -1390.15215 hartree.

***

Entry 10:
ORCA calculation (ωB97M-V/def2-TZVPD) on a molecular structure, CH3ClO2S in a non-equilibrium geometry.

Each line ends with the Mulliken charge.
Element x y z (Å)
O  -0.289  -0.740  -0.542  -0.47
H  -2.279  -0.191  -0.081  0.32
O  2.570  -1.428  0.024  -0.35
C  -1.247  0.146  -0.087  -0.72
Cl  2.162  1.387  -0.082  -0.11
H  -1.364  0.990  -0.715  0.32
S  1.640  -0.493  0.584  0.70
H  -1.193  0.328  0.899  0.32

The calculation puts the orbital gap (alpha / beta) at 8.19 / 8.67 eV. Its net charge is 0. For the energy above the lowest of the compared OMol25 structures with the same formula, charge and spin, the calculation gives 80.70 kcal/mol. The total energy is -1048.64848 hartree.